Entry from OMol25: the ion C29H24Br2NO with charge +1 in a non-equilibrium geometry (ωB97M-V/def2-TZVPD).

Properties
Spin multiplicity   1
HOMO   -10.522 eV
Charge   +1
SMILES   CC(=O)/[NH+]=C(\C[C@H](/C=C/c1ccc(Br)cc1)c1ccc(Br)cc1)c1ccc2ccccc2c1
Frontier orbital gap   4.8 eV

CARTESIAN COORDINATES (ANGSTROEM)
C 2.943 -4.190 0.636
C 2.496 -2.870 0.105
O 3.197 -2.075 -0.509
N 1.164 -2.630 0.433
C 0.419 -1.486 0.253
C 0.288 -0.863 -1.148
C 1.291 0.091 -1.724
C 0.985 1.551 -1.485
C 1.113 2.247 -0.331
C 0.524 3.544 -0.022
C 0.862 4.149 1.209
C 0.308 5.356 1.622
C -0.593 6.024 0.775
Br -1.370 7.660 1.349
C -0.909 5.480 -0.483
C -0.336 4.264 -0.888
C 1.397 -0.165 -3.268
C 2.345 -1.077 -3.733
C 2.378 -1.475 -5.071
C 1.444 -0.936 -5.969
Br 1.432 -1.523 -7.767
C 0.541 0.051 -5.548
C 0.547 0.449 -4.197
C -0.575 -1.216 1.270
C -1.408 -0.045 1.199
C -2.450 0.121 2.080
C -2.750 -0.828 3.083
C -3.841 -0.652 3.961
C -4.158 -1.598 4.927
C -3.360 -2.764 5.036
C -2.262 -2.947 4.205
C -1.916 -1.992 3.213
C -0.805 -2.111 2.349
H 2.381 -5.034 0.218
H 3.995 -4.315 0.399
H 2.806 -4.196 1.722
H 0.733 -3.406 0.926
H -0.715 -0.390 -1.157
H 0.238 -1.746 -1.800
H 2.283 -0.094 -1.293
H 0.789 2.091 -2.409
H 1.770 1.876 0.455
H 1.586 3.655 1.852
H 0.525 5.762 2.604
H -1.635 5.991 -1.112
H -0.547 3.863 -1.877
H 3.084 -1.464 -3.038
H 3.136 -2.163 -5.432
H -0.120 0.532 -6.267
H -0.115 1.264 -3.910
H -1.186 0.723 0.454
H -3.087 1.001 2.030
H -4.450 0.248 3.853
H -5.019 -1.451 5.592
H -3.630 -3.515 5.785
H -1.652 -3.844 4.301
H -0.112 -2.931 2.540

Results of the natural (NBO) charge analysis, in e, for atoms 1 through 8: -0.729 0.697 -0.534 -0.627 0.534 -0.475 -0.314 -0.176



Entry from OMol25: the molecule C3H9O4P in a non-equilibrium geometry (ωB97M-V/def2-TZVPD).

Properties
Spin multiplicity   1
HOMO   -9.396 eV
Energy relative to the best compared isomer or geometry (same formula, charge and spin)   4.047 eV
SMILES   OC(O)[C@H](O)[C@@H](O)P
Frontier orbital gap   10.0 eV

CARTESIAN COORDINATES (ANGSTROEM)
O -2.242 -1.105 0.387
C -1.770 0.051 -0.250
O -2.628 1.117 -0.114
C -0.375 0.357 0.280
O -0.001 1.696 0.109
C 0.797 -0.517 -0.159
O 0.839 -0.477 -1.572
P 2.347 0.551 0.296
H -3.110 -1.199 0.167
H -1.827 -0.160 -1.403
H -2.515 1.376 0.891
H -0.536 0.283 1.409
H -0.440 2.055 -0.787
H 0.822 -1.523 0.322
H 1.320 -1.343 -1.863
H 1.663 0.873 1.529
H 3.005 -0.629 0.560

Results of the natural (NBO) charge analysis, in e, for atoms 1 through 8: -0.721 0.345 -0.700 0.017 -0.723 -0.140 -0.740 0.308



Entry from OMol25: a structure of composition C31H46As3IrN4O in a non-equilibrium geometry (ωB97M-V/def2-TZVPD).

Properties
Spin multiplicity   6
HOMO (alpha / beta)   -14.385 / -16.032 eV
Charge   +3
Energy relative to the best compared isomer or geometry (same formula, charge and spin)   0.000 eV
Expectation value of S²   8.80
Frontier orbital gap (alpha / beta)   7.1 / 5.5 eV

CARTESIAN COORDINATES (ANGSTROEM)
Ir -0.441 -0.245 0.615
C -0.816 0.372 5.137
C -1.855 -0.470 5.499
C -2.588 -1.092 4.501
C -2.280 -0.842 3.170
N -1.262 -0.036 2.827
C -0.548 0.543 3.789
C -3.042 -1.447 2.056
C -4.295 -2.036 2.196
C -4.940 -2.509 1.067
C -4.341 -2.385 -0.180
C -3.087 -1.802 -0.231
N -2.461 -1.365 0.857
C -2.292 -1.551 -1.531
C -3.072 -1.805 -2.774
C -3.339 -0.806 -3.653
C -2.876 0.496 -3.391
C -2.084 0.712 -2.246
N -1.767 -0.205 -1.386
H -0.228 0.889 5.883
H -2.094 -0.643 6.540
H -3.386 -1.776 4.754
H 0.281 1.161 3.468
H -4.778 -2.107 3.159
H -5.924 -2.952 1.149
H -4.849 -2.709 -1.076
H -3.416 -2.815 -2.962
H -3.909 -1.007 -4.550
H -3.115 1.317 -4.052
H -1.686 1.702 -2.046
C 0.862 3.239 1.833
As 0.021 2.413 0.280
C -1.311 3.812 -0.035
C 1.338 2.956 -1.120
C 2.309 1.918 -1.705
C 1.582 0.917 -2.607
C 3.070 1.208 -0.567
As 2.158 -0.276 0.386
C 3.014 -1.820 -0.421
C 3.150 -0.186 2.056
C 3.436 2.653 -2.484
As 3.129 3.561 -4.231
C 1.411 4.462 -4.394
C 3.159 2.222 -5.639
H 1.169 4.255 1.585
H 1.731 2.679 2.175
H 0.133 3.296 2.640
H -0.796 4.753 -0.227
H -1.914 3.925 0.866
H -1.978 3.590 -0.866
H 1.916 3.754 -0.645
H 0.756 3.409 -1.926
H 0.845 0.356 -2.034
H 2.290 0.214 -3.053
H 1.050 1.435 -3.409
H 3.365 1.944 0.186
H 3.994 0.761 -0.941
H 4.091 -1.653 -0.436
H 2.645 -1.993 -1.428
H 2.795 -2.699 0.182
H 4.220 -0.194 1.849
H 2.899 -1.058 2.657
H 2.903 0.712 2.618
H 4.234 1.954 -2.745
H 3.885 3.413 -1.840
H 1.297 5.221 -3.623
H 0.606 3.729 -4.342
H 1.386 4.951 -5.368
H 4.047 1.601 -5.544
H 3.186 2.720 -6.607
H 2.260 1.608 -5.574
C -1.330 -4.003 -1.566
C -1.088 -2.545 -1.387
O -0.014 -2.083 -1.066
H -0.900 -4.320 -2.521
H -2.382 -4.275 -1.552
H -0.793 -4.543 -0.786
C 1.250 -3.605 4.967
C 0.317 -4.024 3.816
C 0.362 -3.063 2.734
N 0.408 -2.267 1.904
H 1.077 -4.251 5.824
H 1.066 -2.574 5.267
H 2.294 -3.703 4.674
H -0.716 -4.086 4.168
H 0.598 -5.006 3.435

Results of the Löwdin charge analysis, in e, for atoms 1 through 8: 0.891 -0.016 -0.011 0.016 -0.221 -0.015 -0.125 -0.183



Entry from OMol25: a structure of composition C3H6N2OS in a non-equilibrium geometry (ωB97M-V/def2-TZVPD).

Properties
Spin multiplicity   1
HOMO   -10.453 eV
Energy relative to the best compared isomer or geometry (same formula, charge and spin)   3.926 eV
Frontier orbital gap   10.5 eV

CARTESIAN COORDINATES (ANGSTROEM)
C -0.088 -1.856 -2.526
C -0.436 2.244 1.170
C 0.642 -1.052 -0.186
N -0.827 -2.683 -2.737
N 1.522 -0.641 0.495
O -0.540 -1.643 0.077
S 0.869 -0.548 -2.091
H -0.305 3.258 0.799
H -0.148 1.944 2.469
H -1.223 1.607 1.005
H 1.260 -0.740 1.483
H 0.326 1.667 0.819
H -1.055 -1.558 -0.777

Results of the natural (NBO) charge analysis, in e, for atoms 1 through 8: -0.007 -0.822 0.551 -0.314 -0.677 -0.665 0.222 0.230



Entry from OMol25: a cluster of 12 separate species, C6H28O11 in total in a non-equilibrium geometry (ωB97M-V/def2-TZVPD).

Properties
Spin multiplicity   1
HOMO   -9.367 eV
Energy relative to the best compared isomer or geometry (same formula, charge and spin)   2.747 eV
SMILES   c1ccccc1.O.O.O.O.O.O.O.O.O.O.O
Frontier orbital gap   9.4 eV

CARTESIAN COORDINATES (ANGSTROEM)
C 1.104 -0.288 -0.112
C 1.821 -1.492 -0.334
C 2.363 -1.714 -1.614
C 2.351 -0.610 -2.480
C 1.771 0.615 -2.165
C 1.043 0.753 -0.991
H 0.539 -0.289 0.811
H 1.818 -2.263 0.401
H 2.949 -2.596 -1.756
H 2.729 -0.660 -3.515
H 1.894 1.417 -2.869
H 0.404 1.644 -0.845
O 3.088 2.603 -0.239
H 3.177 2.493 -1.201
H 3.926 2.922 0.058
O -1.801 0.631 1.883
H -1.216 1.355 2.100
H -2.296 0.834 1.064
O 0.199 2.553 1.999
H 0.597 1.847 2.511
H 0.662 3.374 2.116
O -1.217 -1.548 2.957
H -1.647 -0.772 2.488
H -0.271 -1.369 2.961
O 1.272 0.312 3.298
H 1.513 0.123 4.206
H 1.994 0.484 2.667
O -1.850 -3.126 1.002
H -1.600 -2.564 1.776
H -2.246 -3.933 1.352
O 3.486 0.869 1.676
H 3.884 0.546 0.838
H 2.982 1.622 1.281
O -3.487 -1.131 -0.260
H -3.585 -2.067 -0.592
H -2.988 -1.427 0.536
O -2.229 1.132 -0.725
H -2.626 0.266 -0.739
H -2.941 1.805 -0.869
O -3.365 -1.924 -2.946
H -2.884 -1.196 -2.514
H -3.320 -2.652 -2.350
O -1.779 1.509 -3.440
H -0.837 1.285 -3.399
H -2.223 1.600 -2.540

Results of the natural (NBO) charge analysis, in e, for atoms 1 through 8: -0.228 -0.187 -0.228 -0.214 -0.266 -0.205 0.218 0.215



Entry from OMol25: a structure of composition C22H32N5V in a non-equilibrium geometry (ωB97M-V/def2-TZVPD).

Properties
Spin multiplicity   2
HOMO (alpha / beta)   -10.403 / -10.328 eV
Charge   +1
Expectation value of S²   0.83
Frontier orbital gap (alpha / beta)   6.7 / 6.6 eV

CARTESIAN COORDINATES (ANGSTROEM)
C -0.477 1.969 1.977
C -0.453 2.473 0.622
C 0.855 2.225 0.089
C 1.617 1.495 1.069
C 0.795 1.349 2.240
V -0.108 0.399 0.590
C 0.816 -2.848 -0.226
C -0.195 -2.451 0.622
H -1.207 -2.840 0.438
C 0.010 -1.594 1.763
H 0.957 -1.656 2.314
H -0.856 -1.444 2.427
C 0.552 -3.636 -1.463
H -0.494 -3.536 -1.780
H 1.193 -3.278 -2.283
H 0.759 -4.714 -1.349
C 2.252 -2.596 0.104
H 2.391 -1.946 0.977
H 2.811 -3.525 0.307
H 2.758 -2.103 -0.742
C -1.550 3.179 -0.093
H -2.523 2.912 0.329
H -1.431 4.269 -0.019
H -1.547 2.915 -1.159
C 1.335 2.757 -1.217
H 0.626 2.505 -2.016
H 1.428 3.851 -1.191
H 2.310 2.337 -1.482
C 3.078 1.185 1.038
H 3.449 1.046 0.019
H 3.652 2.013 1.484
H 3.302 0.281 1.614
C 1.250 0.822 3.554
H 2.038 0.071 3.419
H 1.667 1.628 4.175
H 0.418 0.375 4.107
C -1.534 2.215 2.996
H -1.647 1.352 3.668
H -1.277 3.084 3.618
H -2.500 2.426 2.516
C 0.717 -0.218 -1.527
C -0.281 -0.715 -2.336
C 2.005 -0.144 -2.065
C -0.109 -0.896 -3.721
H -1.252 -0.891 -1.869
C 2.230 -0.393 -3.434
H 2.872 0.097 -1.445
C 1.159 -0.706 -4.280
H -0.965 -1.183 -4.349
H 3.253 -0.327 -3.825
H 1.317 -0.813 -5.357
N -4.864 -1.573 -1.053
N -4.194 -0.664 -0.254
N -4.399 -0.692 1.095
C -3.222 -0.278 1.552
N -2.294 -0.088 0.574
N -2.897 -0.403 -0.587
H -4.725 -1.312 -2.020
H -5.833 -1.626 -0.771
H -3.037 -0.142 2.615

Results of the natural (NBO) charge analysis, in e, for atoms 1 through 8: -0.137 -0.177 -0.075 -0.165 -0.129 1.552 0.214 -0.308



Entry from OMol25: a structure of composition Cl4HN3P3 in a non-equilibrium geometry (ωB97M-V/def2-TZVPD).

Properties
Spin multiplicity   1
HOMO   -14.497 eV
Charge   +1
Energy relative to the best compared isomer or geometry (same formula, charge and spin)   1.798 eV
Frontier orbital gap   8.6 eV

CARTESIAN COORDINATES (ANGSTROEM)
N -0.530 -1.833 0.899
N 1.303 0.130 -0.110
N -1.075 0.904 0.791
P -1.716 -0.511 1.427
P 0.222 1.288 -0.290
P 0.708 -1.427 -0.165
Cl -0.490 1.459 -2.159
Cl 0.878 2.963 0.186
Cl 0.407 -2.006 -2.022
Cl 2.107 -2.633 0.452
H -1.813 1.664 0.991

Results of the natural (NBO) charge analysis, in e, for atoms 1 through 8: -1.214 -1.331 -1.323 1.415 1.741 1.694 -0.140 -0.050



Entry from OMol25: a structure of composition C14H15IrN9O2S2SbSe5 in a non-equilibrium geometry (ωB97M-V/def2-TZVPD).

Properties
Spin multiplicity   2
HOMO (alpha / beta)   -4.629 / -4.879 eV
Charge   -1
Energy relative to the best compared isomer or geometry (same formula, charge and spin)   1.332 eV
Expectation value of S²   0.77
Frontier orbital gap (alpha / beta)   6.3 / 5.5 eV

CARTESIAN COORDINATES (ANGSTROEM)
Ir 0.037 -0.383 -0.512
Se -0.913 -2.236 -6.157
Sb -1.444 -2.572 -3.851
Se -0.918 -0.186 -2.799
Se 1.200 -1.376 -2.416
Se -3.825 -2.990 -3.357
N 5.056 3.861 -1.666
C 4.576 2.760 -0.971
C 3.872 2.931 0.224
C 3.367 1.839 0.900
C 3.573 0.563 0.398
C 4.312 0.375 -0.760
C 4.818 1.467 -1.436
S 2.866 -0.835 1.204
O 3.044 -1.960 0.323
O 3.338 -0.921 2.553
N 1.256 -0.546 1.188
C 0.506 0.145 2.059
N 0.945 0.691 3.197
C 0.007 1.288 3.914
C -1.329 1.389 3.523
C -1.656 0.849 2.293
N -0.758 0.209 1.560
H 4.524 4.703 -1.515
H 5.203 3.689 -2.649
H 3.688 3.932 0.597
H 2.807 1.975 1.817
H 4.465 -0.627 -1.134
H 5.365 1.325 -2.361
H 0.338 1.743 4.843
H -2.065 1.893 4.131
H -2.659 0.914 1.884
C -5.965 -2.035 0.203
C -4.603 -2.599 0.323
N -4.301 -3.755 0.811
N -2.947 -3.819 0.686
C -2.396 -2.730 0.129
S -0.737 -2.610 -0.165
N -3.471 -1.921 -0.077
N -3.435 -0.716 -0.762
H -6.674 -2.745 0.620
H -6.204 -1.861 -0.848
H -6.055 -1.089 0.740
H -2.456 -4.675 0.876
H -3.638 -0.937 -1.746
H -4.133 -0.096 -0.371
Se 0.213 2.080 -0.579
C 1.284 2.610 -1.990
N 1.923 2.989 -2.874

Results of the natural (NBO) charge analysis, in e, for atoms 1 through 8: 0.402 -0.614 0.861 -0.111 -0.059 -0.821 -0.796 0.201



Entry from OMol25: a structure of composition CH2FP in a non-equilibrium geometry (ωB97M-V/def2-TZVPD).

Properties
Spin multiplicity   3
HOMO (alpha / beta)   -8.206 / -9.357 eV
Energy relative to the best compared isomer or geometry (same formula, charge and spin)   0.839 eV
Expectation value of S²   2.01
Frontier orbital gap (alpha / beta)   8.8 / 7.9 eV

CARTESIAN COORDINATES (ANGSTROEM)
C -0.844 0.035 0.431
F 1.929 -0.517 -0.575
P 0.595 -0.063 -1.413
H -1.574 0.815 0.333
H -0.107 -0.270 1.224

Atom-resolved charges from natural (NBO), all expressed in e: -0.527 -0.594 0.770 0.167 0.183



Entry from OMol25: the ion C3H7N4 with charge +1 in a non-equilibrium geometry (ωB97M-V/def2-TZVPD).

Properties
Spin multiplicity   1
HOMO   -15.205 eV
Charge   +1
Energy relative to the best compared isomer or geometry (same formula, charge and spin)   4.449 eV
SMILES   N[N@@H+]1CC=NC=N1
Frontier orbital gap   9.8 eV

CARTESIAN COORDINATES (ANGSTROEM)
N -1.099 1.668 0.663
N -0.440 0.396 0.526
C 0.980 0.477 0.039
C 1.382 -0.952 -0.153
N 0.588 -1.803 -0.710
C -0.694 -1.451 -0.900
N -1.287 -0.500 -0.223
H -1.925 1.522 1.295
H -1.259 2.124 -0.153
H -0.135 0.017 1.405
H 1.511 1.081 0.837
H 1.166 1.019 -1.016
H 2.407 -1.352 -0.081
H -1.194 -2.245 -1.529

Results of the natural (NBO) charge analysis, in e, for atoms 1 through 8: -0.606 -0.089 -0.341 0.150 -0.411 0.267 -0.289 0.411



Entry from OMol25: the ion C8H7N3O with charge +2 in a non-equilibrium geometry (ωB97M-V/def2-TZVPD).

Properties
Spin multiplicity   1
HOMO   -17.453 eV
Charge   +2
Energy relative to the best compared isomer or geometry (same formula, charge and spin)   0.000 eV
Frontier orbital gap   7.9 eV

CARTESIAN COORDINATES (ANGSTROEM)
C 2.635 1.196 -0.109
C 2.757 -0.195 -0.181
C 1.395 1.760 -0.010
C 1.640 -1.010 -0.099
C 0.218 0.923 0.047
C 0.345 -0.500 0.032
C -2.010 -1.518 0.124
C -0.879 1.705 0.107
N -3.867 -0.085 -0.402
N -0.660 -1.454 0.153
N -2.944 -0.685 0.008
O -1.742 2.431 0.148
H 3.510 1.829 -0.139
H 3.735 -0.640 -0.305
H 1.268 2.832 0.024
H 1.786 -2.080 -0.141
H -2.415 -2.529 0.281
H -4.523 0.407 0.228
H -0.248 -2.385 0.234

Results of the natural (NBO) charge analysis, in e, for atoms 1 through 8: -0.204 -0.023 -0.037 -0.252 -0.397 0.338 0.265 0.898



What is the spin multiplicity in the ninth record? 3